The following is a DFT calculation (ωB97M-V with the def2-TZVPD basis set) of a molecular structure, C18H16FN2O2RhSTe in a non-equilibrium geometry.

Values from the calculation:
Relative energy (zero: lowest compared OMol25 entry of this formula, charge and spin) = 0.00 kcal per mole
HOMO = 0.43 eV
Energy = -49855.3788 eV
Total charge = -2
Lowest unoccupied orbital energy = 4.36 eV

The geometry in XYZ format:
```
42
C18H16FN2O2RhSTe (ωB97M-V with the def2-TZVPD basis set)
Rh 0.6875 -0.0764 -0.4126
N -0.0599 1.6910 0.9140
C -0.7660 1.2219 2.1050
C -1.5388 -0.1328 1.8294
O -2.4397 -0.4015 2.6271
O -1.1588 -0.7980 0.8486
H 0.6200 2.4148 1.1491
H -0.7386 2.1108 0.2766
H -1.4895 1.9616 2.4816
H -0.0497 1.0074 2.9044
S 2.3557 -4.1258 -1.4801
C 1.6071 -3.4626 -2.9098
C 1.0505 -2.2315 -2.6745
C 1.2036 -1.7687 -1.3631
C 1.9169 -2.6712 -0.5616
C 2.2628 -2.4882 0.7828
C 2.9142 -3.4593 1.5785
C 3.1863 -3.2136 2.8924
C 2.7897 -1.9683 3.4398
C 2.1703 -1.0606 2.6078
N 1.9134 -1.2571 1.3275
H 1.6024 -4.0475 -3.8126
H 0.5393 -1.6912 -3.4585
H 3.1756 -4.4026 1.1150
H 3.6950 -3.9455 3.5136
H 2.9493 -1.7441 4.4857
H 1.8771 -0.0960 3.0162
Te 2.4190 1.2080 -1.5783
F -4.0181 5.0535 -0.8165
C -3.2816 3.9149 -1.1060
C -2.1613 4.0244 -1.9166
C -1.4410 2.8950 -2.2213
C -1.8089 1.6088 -1.7317
C -1.0759 0.4423 -2.0461
C -2.9460 1.5687 -0.8739
C -3.6711 2.6925 -0.5691
H -1.8758 4.9938 -2.3057
H -0.5608 2.9810 -2.8438
H -0.5000 0.4897 -2.9670
H -1.5909 -0.4990 -1.8804
H -3.2174 0.6187 -0.4376
H -4.5442 2.6428 0.0703
```

Mulliken atomic charge list, values in e, 5 entries: Rh -0.172; N -0.368; C -0.446; C 0.573; O -0.838

The following is a DFT calculation (ωB97M-V with the def2-TZVPD basis set) of a single C18H16N2O2S molecule in a non-equilibrium geometry.

Values from the calculation:
SMILES = c1ccc2c(c1)CCN(c1nc3cc4c(cc3s1)OCCO4)C2
Relative energy (zero: lowest compared OMol25 entry of this formula, charge and spin) = 71.47 kcal per mole
HOMO = -7.61 eV
Energy = -36834.1957 eV
Lowest unoccupied orbital energy = 0.72 eV

The geometry in XYZ format:
```
39
C18H16N2O2S (ωB97M-V with the def2-TZVPD basis set)
N -0.4023 -1.1323 -0.0343
O 3.1726 -4.3526 0.1514
O 4.5525 -2.6757 2.1330
S 0.5059 0.5761 1.7599
C -0.7750 -0.0951 0.6210
C -3.2228 3.1666 -3.4868
C -3.2330 4.3784 -2.7342
C 1.5228 -2.7342 -0.0796
C 2.7017 -1.1505 2.0390
C -3.1107 1.9522 -2.8461
C -2.8305 4.3035 -1.3998
C 0.8805 -1.5659 0.3357
C 2.6257 -3.2284 0.6328
C 3.1968 -2.4124 1.6753
C 1.4394 -0.8062 1.4035
C -2.8864 1.8586 -1.4262
C -2.6029 3.0522 -0.7666
N -2.0422 0.6003 0.5079
C -2.7291 0.4824 -0.8109
C 4.5909 -4.4316 0.3908
C 5.0029 -3.9529 1.8301
C -1.9350 3.0328 0.5583
C -2.2529 1.8130 1.3494
H -3.3868 3.1597 -4.5344
H -3.5360 5.2960 -3.2985
H 1.0682 -3.3578 -0.8263
H 3.1021 -0.5645 2.8630
H -3.3338 1.0682 -3.4475
H -2.6337 5.2406 -0.7485
H -2.2506 -0.0708 -1.5166
H -3.7255 -0.0095 -0.5620
H 5.1804 -3.8374 -0.2663
H 4.8537 -5.5462 0.3062
H 4.5717 -4.5978 2.6575
H 6.0817 -4.0478 1.9155
H -2.2509 3.8937 1.2872
H -0.9300 3.1474 0.3875
H -3.3396 1.8168 1.6803
H -1.6396 1.7312 2.2993
```

Mulliken atomic charge list, values in e, 5 entries: N -0.583; O -0.414; O -0.412; S -0.314; C 0.711

The following is a DFT calculation (ωB97M-V with the def2-TZVPD basis set) of a gas-phase ion, C18H16N3O2S (charge -1) in a non-equilibrium geometry.

Values from the calculation:
HOMO = -3.99 eV
Energy = -38325.2185 eV
Total charge = -1
Lowest unoccupied orbital energy = 2.65 eV

The geometry in XYZ format:
```
40
C18H16N3O2S (ωB97M-V with the def2-TZVPD basis set)
C -4.3347 1.2060 0.3654
N -3.3576 1.8046 1.2493
C -3.8586 2.8407 2.1277
C -1.9988 1.4766 1.1421
C -1.1373 2.2184 0.3010
C 0.1884 1.8401 0.1363
C 0.7014 0.7470 0.8464
C 2.1457 0.3880 0.7538
C 3.1404 1.4277 0.6458
C 4.5067 1.0800 0.5987
N 5.6556 0.8435 0.6420
C 2.8698 2.7668 0.9914
N 2.7099 3.8982 1.2667
C -0.1463 0.0132 1.6963
C -1.4783 0.3623 1.8392
H -3.8581 0.4310 -0.2465
H -5.1523 0.7480 0.9382
H -4.7747 1.9566 -0.3074
H -3.0564 3.2167 2.7753
H -4.2695 3.6817 1.5488
H -4.6658 2.4410 2.7603
H -1.5340 3.0960 -0.2138
H 0.8259 2.4239 -0.5324
H 2.4170 -0.5629 1.2302
H 0.2764 -0.8208 2.2659
H -2.1411 -0.1933 2.5108
C 0.6357 -4.5583 -2.3214
C 1.0773 -4.3291 -1.0155
C 1.6546 -3.0987 -0.6718
C 1.7406 -2.1167 -1.6475
S 2.3897 -0.4134 -1.2613
O 3.8218 -0.4902 -1.4803
O 1.5880 0.4301 -2.1315
C 1.3876 -2.3486 -2.9666
C 0.8174 -3.5824 -3.3043
H 0.1546 -5.5045 -2.5758
H 0.9741 -5.0993 -0.2509
H 2.0217 -2.8857 0.3306
H 1.5477 -1.5659 -3.7043
H 0.5156 -3.7684 -4.3311
```

Mulliken atomic charge list, values in e, 5 entries: C -1.041; N 0.324; C -1.008; C -0.121; C -0.591

The following is a DFT calculation (ωB97M-V with the def2-TZVPD basis set) of a molecular structure, C18H16N3OPd.

Values from the calculation:
HOMO (alpha / beta) = -11.35 / -11.35 eV
Energy = -28912.2698 eV
Total charge = +1
Lowest unoccupied orbital energy (alpha / beta) = -5.12 / -5.44 eV

The geometry in XYZ format:
```
39
C18H16N3OPd (ωB97M-V with the def2-TZVPD basis set)
Pd 0.1500 -0.2190 -0.2430
N 5.5215 -7.6108 4.3468
C 4.9264 -6.7539 3.8693
C 4.1829 -5.6850 3.2735
C 3.2265 -5.0046 4.0248
C 2.5065 -3.9771 3.4444
C 2.7505 -3.6083 2.1212
C 3.7143 -4.2895 1.3798
C 4.4225 -5.3318 1.9481
C 1.9921 -2.4920 1.5150
C 0.5777 -2.6195 1.4790
C -0.1933 -3.7140 1.8968
C -1.5329 -3.3694 1.7377
C -1.5472 -2.0811 1.2178
N -0.2871 -1.5982 1.0886
C 2.7171 -1.4126 1.0098
C 4.1305 -1.2169 1.0449
C 4.4016 -0.0749 0.3389
C 3.1537 0.4206 -0.1014
N 2.1525 -0.3399 0.3173
H 3.0548 -5.2823 5.0546
H 1.7684 -3.4417 4.0253
H 3.8924 -4.0171 0.3484
H 5.1586 -5.8743 1.3720
H 0.1904 -4.6377 2.2920
H -2.3920 -3.9661 1.9878
H -2.3957 -1.4593 0.9755
H 4.8377 -1.8535 1.5461
H 5.3623 0.3742 0.1595
H 2.9720 1.3103 -0.6859
C 0.6813 2.8319 -0.2297
O 0.2243 1.7658 -1.1067
H 1.1061 3.6371 -0.8236
H 1.4271 2.4486 0.4653
H -0.1875 3.1967 0.3125
H 0.5813 1.8945 -1.9914
C -0.7218 -1.3075 -1.5165
H -1.5606 -1.9414 -1.2383
H -0.0942 -1.6670 -2.3326
```

Mulliken atomic charge list, values in e, 5 entries: Pd 0.578; N -0.460; C -0.140; C 0.535; C -0.833